Entry from the Open Molecules 2025 dataset: C27H32BBiCl3I2N7OSi as an isolated structure in a non-equilibrium geometry (ωB97M-V/def2-TZVPD).

Geometry (Å):
Bi -0.005 0.128 -0.111
I -7.428 -1.548 -0.494
I -3.649 1.992 -3.528
Cl 0.302 4.274 -2.171
Cl 1.550 1.325 -2.330
Cl 2.300 3.670 0.371
Si 1.213 2.720 -1.139
O -1.872 1.214 -1.095
N 2.957 0.029 1.568
N 1.397 -1.938 2.131
N 0.823 0.423 2.965
N 2.387 0.415 0.437
N 0.769 -2.068 0.932
N -2.199 -0.608 0.919
N 0.023 1.098 2.064
C 0.958 -4.087 1.863
C -3.591 -2.018 2.234
C -2.985 0.561 -1.006
C 4.621 0.456 0.125
C -0.305 -2.923 -1.625
C 3.494 -0.511 -2.676
C -1.601 3.115 2.270
C -4.029 0.729 -1.916
C -5.278 0.119 -1.755
C -1.216 3.753 0.943
C 2.785 0.593 -1.862
C 3.401 0.640 -0.509
C -4.642 -1.812 1.387
C -4.500 -0.977 0.255
C -5.519 -0.704 -0.686
C 0.507 -3.361 0.744
C -0.266 1.967 4.101
C -0.633 2.056 2.753
C -0.121 -3.935 -0.497
C 1.508 -3.149 2.704
C 0.729 -5.113 -0.990
C 1.998 1.922 -3.644
C -3.027 2.552 2.225
C 4.294 0.070 1.424
C -2.365 -1.394 1.953
C -3.233 -0.368 0.068
C 0.639 0.942 4.183
B 1.997 -0.594 2.667
H -2.094 4.099 0.396
H 3.988 -1.260 -2.066
H 0.896 0.699 -1.523
H 2.267 2.466 -4.523
H -0.570 -3.443 -2.546
H 1.167 0.124 -2.971
H 4.949 -0.163 2.247
H -1.573 3.892 3.037
H -6.060 0.315 -2.475
H -1.109 -4.321 -0.224
H 5.604 0.587 -0.293
H -0.533 4.592 1.082
H -0.702 3.048 0.298
H 2.603 -0.799 3.674
H 2.719 -0.959 -3.303
H -3.131 1.856 1.393
H 1.171 0.553 5.035
H -1.500 -1.540 2.593
H -0.616 2.596 4.901
H -3.686 -2.648 3.106
H 0.284 -5.549 -1.884
H 0.360 1.416 -2.750
H 0.618 -2.365 -1.810
H 0.808 -5.892 -0.233
H -5.598 -2.283 1.576
H -3.274 2.027 3.149
H -3.742 3.364 2.085
H -1.111 -2.219 -1.408
H 1.986 -3.264 3.663
H 0.882 -5.148 2.026
H 4.212 -0.043 -3.347
H 1.737 -4.772 -1.236

Cartesian forces (eV/Å) of the 2 atoms listed first:
-2.08 1.84 1.84
0.08 0.03 -0.01

Computed properties:
**LUMO level**: -0.7 eV
**Kohn-Sham gap**: 5.547 eV
**Energy relative to the best compared isomer or geometry (same formula, charge and spin)**: 1750.4 kJ/mol
**Spin multiplicity**: 1
**Highest occupied orbital energy**: -6.2547 eV

=====

Entry from the Open Molecules 2025 dataset: a 2-piece molecular cluster, C27H32BF3O2S overall in a non-equilibrium geometry (ωB97M-V/def2-TZVPD).

Geometry (Å):
S 0.688 -1.818 -1.443
F -6.058 -3.518 -2.021
F -6.349 -3.708 0.148
F -5.792 -5.468 -1.044
O 1.293 3.134 -0.400
O 1.742 2.516 1.817
C 2.470 1.135 -1.064
C 3.711 1.178 1.593
C 3.434 -2.256 -1.139
C -1.902 0.599 -2.267
C 1.816 -2.009 0.861
C 2.122 -2.022 -0.501
C -3.108 0.046 -1.831
C -0.979 1.105 -1.345
C 3.008 2.441 1.129
C -2.254 0.070 0.411
C -2.018 -3.100 -1.554
C 0.413 -2.047 1.112
C 3.503 3.361 -1.290
C -5.573 -4.126 -0.897
C -1.180 0.882 0.018
C -4.135 -3.779 -0.677
C -0.640 1.328 2.467
C -1.589 -2.788 -0.252
C 2.607 2.507 -0.419
C -3.292 -0.201 -0.474
C -0.581 1.815 1.032
C -2.387 -3.170 0.849
C -0.344 -2.092 -0.050
C -3.310 -3.549 -1.777
C 3.798 3.653 1.608
C -1.502 3.085 0.921
C -3.670 -3.646 0.622
B 0.824 2.693 0.815
H -2.312 -0.310 1.438
H 3.443 0.637 -1.154
H -1.996 -3.074 1.857
H -1.665 1.041 2.731
H 4.161 -2.550 -0.378
H -0.145 1.728 -1.665
H -1.693 0.683 -3.331
H 2.590 -2.074 1.620
H 3.625 4.364 -0.866
H 3.150 0.264 1.364
H 3.815 3.632 2.703
H 1.787 0.472 -0.514
H 2.070 1.225 -2.083
H -1.461 3.521 -0.085
H -3.661 -3.714 -2.794
H -4.302 -3.906 1.468
H 4.706 1.096 1.142
H -3.892 -0.227 -2.539
H -1.343 -2.950 -2.399
H 3.845 1.226 2.680
H 4.830 3.619 1.241
H 0.011 0.465 2.630
H -4.214 -0.652 -0.106
H 3.375 -3.048 -1.898
H -2.555 2.812 1.109
H 3.064 3.452 -2.292
H -0.351 2.127 3.157
H -0.016 -2.097 2.104
H -1.225 3.861 1.644
H 4.490 2.889 -1.392
H 3.317 4.583 1.284
H 3.787 -1.346 -1.636

Cartesian forces (eV/Å) of the 2 atoms listed first:
0.18 -1.10 0.61
0.15 -0.53 0.70

Computed properties:
**LUMO level**: -0.1 eV
**Kohn-Sham gap**: 7.571 eV
**Energy relative to the best compared isomer or geometry (same formula, charge and spin)**: 117.7 kJ/mol
**Spin multiplicity**: 1
**Highest occupied orbital energy**: -7.6979 eV
**SMILES string**: CC(C)(B1OC(C)(C)C(C)(C)O1)c1ccccc1.Cc1ccc(-c2ccc(C(F)(F)F)cc2)s1

=====

Entry from the Open Molecules 2025 dataset: C27H32BrCl5KN5O8P2 as an isolated structure in a non-equilibrium geometry (ωB97M-V/def2-TZVPD).

Geometry (Å):
Br 8.446 -1.131 0.412
K 0.414 -0.618 -1.422
Cl -0.159 -2.597 -3.872
Cl 1.833 -4.934 0.523
Cl -1.129 -5.390 -4.931
Cl 0.956 -7.749 -0.550
Cl -0.564 -7.979 -3.274
P -1.065 0.867 1.200
P -2.485 -1.274 0.122
O -1.293 -1.914 -0.430
O 1.080 1.027 -2.760
O -0.817 2.224 -2.748
O 1.226 -2.752 -1.315
O 2.340 7.505 0.206
O -2.224 -0.277 1.392
O 3.071 6.104 1.640
O -0.627 0.947 -0.190
N 2.515 6.357 0.585
N -3.443 -2.390 0.929
N -1.879 2.228 1.704
N -3.407 -0.433 -0.969
N 0.133 0.479 2.270
C -2.798 2.268 2.823
C 2.420 3.962 0.079
C 0.627 -6.318 -1.468
C -3.666 -3.620 0.176
C -4.221 0.678 -0.491
C 2.090 5.277 -0.253
C -0.045 -6.433 -2.688
C 4.278 -1.320 0.110
C -0.290 -5.270 -3.424
C 1.031 -5.085 -0.997
C 1.942 2.919 -0.689
C 1.093 3.174 -1.767
C 0.126 -4.037 -2.965
C 6.568 -0.664 0.260
C 0.394 2.033 -2.500
C 3.841 0.010 0.042
C 1.167 -0.434 1.748
C -2.861 -0.218 -2.317
C -1.141 3.472 1.481
C 0.829 -3.858 -1.721
C 0.813 4.496 -2.119
C 1.315 5.547 -1.383
C -4.568 -1.991 1.746
C 4.852 0.978 0.088
C 5.627 -1.673 0.215
C 6.212 0.668 0.197
C -0.241 0.177 3.642
H -1.011 0.863 3.996
H -3.702 -0.147 -3.014
H -4.552 -3.557 -0.470
H -3.602 2.975 2.594
H -2.250 0.687 -2.394
H 1.491 -0.118 0.758
H 3.549 -2.129 0.070
H 6.964 1.450 0.231
H -0.432 3.682 2.291
H -4.990 0.889 -1.238
H -2.792 -3.820 -0.441
H -2.314 2.601 3.750
H -4.321 -1.078 2.285
H 0.641 0.292 4.275
H 5.933 -2.714 0.257
H -1.846 4.303 1.407
H 0.166 4.675 -2.968
H -5.484 -1.832 1.159
H -3.627 1.584 -0.331
H 4.597 2.038 0.033
H 3.052 3.782 0.938
H 0.811 -1.472 1.697
H 2.037 -0.388 2.401
H -4.719 0.408 0.441
H -0.591 3.399 0.545
H -2.256 -1.079 -2.596
H -4.770 -2.776 2.482
H 1.111 6.578 -1.635
H 2.227 1.890 -0.469
H -3.236 1.284 2.981
H -3.793 -4.456 0.869
H -0.606 -0.853 3.748

Cartesian forces (eV/Å) of the 2 atoms listed first:
-0.14 0.04 -0.01
1.31 -1.08 -0.75

Computed properties:
**LUMO level**: 3.5 eV
**Kohn-Sham gap**: 4.520 eV
**Spin multiplicity**: 1
**Highest occupied orbital energy**: -1.0122 eV
**Charge**: -2

=====

Q: Which value of spin multiplicity does entry 3 give?
A: 1